45
Properties=species:S:1:pos:R:3:lowdin_charge:R:1 method="wB97M-V/def2-TZVPD" de_lowest_kcal_mol=0.0 lumo_energy_ev="-0.31 / -2.19" homo_energy_ev="-8.3 / -8.3" homo_lumo_gap_ev="8.004 / 6.115" total_energy_ev=-112447.57515
Rb -0.843 -2.923 0.383 1.029
O -3.329 -1.377 0.576 -0.007
C -3.997 -0.352 -0.024 -0.256
C -5.042 0.316 0.591 -0.002
C -5.687 1.350 -0.074 -0.069
C -5.293 1.715 -1.352 -0.080
C -4.242 1.042 -1.961 -0.021
C -3.589 0.013 -1.304 -0.111
C -2.379 -0.688 -1.880 -0.406
O -2.489 -2.046 -1.793 0.006
N -1.203 -0.175 -1.212 -0.021
N -0.016 -0.764 -1.477 -0.026
C 1.033 -0.210 -1.022 -0.219
C 2.351 -0.815 -1.113 -0.651
Br 2.413 -2.672 -1.503 0.778
C 3.493 -0.195 -0.841 -0.097
C 3.626 1.244 -0.548 -0.223
C 4.396 1.653 0.543 -0.025
C 4.543 2.998 0.839 -0.078
C 3.936 3.961 0.042 -0.090
C 3.185 3.567 -1.056 -0.082
C 3.035 2.219 -1.349 -0.051
H -3.551 -1.431 1.513 0.125
H -5.351 0.029 1.590 0.122
H -6.502 1.869 0.412 0.109
H -5.795 2.521 -1.870 0.105
H -3.920 1.327 -2.956 0.119
H -2.342 -0.594 -2.988 0.183
H -1.212 0.809 -0.973 0.152
H 0.986 0.739 -0.485 0.138
H 4.400 -0.788 -0.802 0.111
H 4.863 0.903 1.170 0.120
H 5.134 3.299 1.695 0.104
H 4.056 5.012 0.271 0.101
H 2.724 4.312 -1.692 0.102
H 2.474 1.909 -2.224 0.116
O -0.152 -5.800 0.502 -0.071
N 0.650 -5.643 -0.298 0.075
F 1.875 -3.877 3.271 0.116
C 1.728 -2.583 3.662 -0.546
F 1.208 -2.603 4.894 0.142
F 2.958 -2.060 3.755 0.139
C 0.835 -1.861 2.618 -0.691
O -0.390 -1.905 2.865 -0.124
O 1.424 -1.446 1.609 -0.042